Molecular formula: C8H14ClN2O
Method: DFT, the ωB97M-V functional and the def2-TZVPD basis

Results
DFT total energy = -26066.7608 eV
Charge = +1
Lowest unoccupied orbital energy = -3.711 eV
Energy above the lowest of the compared OMol25 structures with the same formula, charge and spin = 0.00 kcal/mol
Gap between HOMO and LUMO = 10.57 eV

Geometry as XYZ:
```
26
Properties=species:S:1:pos:R:3:forces:R:3
Cl 1.003 2.320 0.871 0.0 -0.4 -0.1
O 2.781 -2.404 0.555 0.2 -0.3 -0.3
N 3.219 -0.046 -0.754 0.2 -0.1 0.0
N 1.283 0.827 -1.296 -0.2 0.0 -0.2
C 1.081 0.686 0.130 1.9 -0.8 1.1
C -1.452 0.416 -0.022 0.0 -0.3 0.3
C 2.461 0.423 -1.706 0.0 0.0 -0.1
C 2.432 -1.423 1.130 -0.2 0.6 0.3
C -2.630 -0.463 0.405 0.0 0.2 -0.3
C -3.957 0.119 -0.067 0.2 -0.2 0.1
C 2.573 -0.028 0.535 -1.9 0.9 -0.2
C -0.127 -0.158 0.491 -0.3 0.3 -0.2
H 1.997 -1.421 2.141 0.0 -0.2 0.1
H -2.645 -0.551 1.492 0.1 -0.1 0.1
H 0.009 -1.162 0.080 0.1 0.0 0.0
H -3.937 0.314 -1.137 0.0 0.0 -0.1
H -0.178 -0.244 1.576 0.1 0.0 0.1
H -1.599 1.425 0.367 0.0 0.0 -0.1
H 4.112 -0.502 -0.885 -0.1 0.1 -0.2
H -4.765 -0.577 0.135 -0.1 0.0 0.0
H 2.771 0.476 -2.739 0.0 0.0 -0.1
H 3.087 0.628 1.242 0.0 0.0 -0.1
H -4.174 1.050 0.449 -0.1 0.1 0.0
H -1.438 0.468 -1.114 0.0 0.1 -0.1
H -2.497 -1.465 -0.009 0.0 -0.1 0.1
H 0.591 1.291 -1.869 0.2 -0.1 -0.1
```
Positions in Å, forces in eV/Å.

So, what does the Löwdin scheme give us? The charges, in e, come out as: number 1, Cl, carries 0.742; number 2, O, carries 0.124; number 3, N, carries 0.132; number 4, N, carries 0.099; number 5, C, carries -0.673; number 6, C, carries -0.227; number 7, C, carries -0.030; number 8, C, carries -0.214; number 9, C, carries -0.260; number 10, C, carries -0.101; number 11, C, carries -0.156; number 12, C, carries -0.202; number 13, H, carries 0.144; number 14, H, carries 0.116; number 15, H, carries 0.135; number 16, H, carries 0.075; number 17, H, carries 0.129; number 18, H, carries 0.104; number 19, H, carries 0.186; number 20, H, carries 0.077; number 21, H, carries 0.179; number 22, H, carries 0.143; number 23, H, carries 0.078; number 24, H, carries 0.112; number 25, H, carries 0.115; number 26, H, carries 0.172



Molecular formula: C4H6BeO3
Method: DFT, the ωB97M-V functional and the def2-TZVPD basis

Results
DFT total energy = -10763.2973 eV
Charge = +2
Lowest unoccupied orbital energy (alpha / beta) = -12.863 / -12.864 eV
Energy above the lowest of the compared OMol25 structures with the same formula, charge and spin = 120.46 kcal/mol
Gap between HOMO and LUMO (alpha / beta) = 4.85 / 4.85 eV

Geometry as XYZ:
```
14
Properties=species:S:1:pos:R:3:forces:R:3
O 3.341 -0.534 0.417 -0.6 -0.9 -1.7
O -0.087 -0.232 0.043 0.2 -0.8 -1.1
O -2.197 0.044 -0.318 -0.2 -1.4 -1.0
C -2.066 1.415 0.125 -0.1 1.3 0.3
C 2.160 -0.424 -0.181 -0.5 3.5 2.8
C 1.063 -1.041 0.261 -0.2 -1.9 -1.1
C -1.166 -0.733 -0.417 1.2 8.2 1.8
Be -1.554 -2.138 -0.359 -2.2 -7.4 -0.3
H -1.691 1.433 1.153 0.0 -0.1 -0.2
H -3.073 1.832 0.068 0.2 -0.2 0.0
H 1.706 0.570 -0.496 2.2 -0.4 -0.4
H -1.376 1.947 -0.539 -0.2 -0.2 0.1
H 4.016 -0.019 -0.039 0.4 0.2 -0.1
H 0.925 -2.120 0.282 -0.2 0.0 0.9
```
Positions in Å, forces in eV/Å.

So, what does the Löwdin scheme give us? The charges, in e, come out as: number 1, O, carries 0.153; number 2, O, carries 0.056; number 3, O, carries 0.037; number 4, C, carries 0.077; number 5, C, carries -0.088; number 6, C, carries -0.040; number 7, C, carries -0.299; number 8, Be, carries 1.232; number 9, H, carries 0.134; number 10, H, carries 0.134; number 11, H, carries 0.182; number 12, H, carries 0.134; number 13, H, carries 0.155; number 14, H, carries 0.134



Molecular formula: C5H10BrN2P
Method: DFT, the ωB97M-V functional and the def2-TZVPD basis

Results
DFT total energy = -87654.3484 eV
Charge = 0
Lowest unoccupied orbital energy (alpha / beta) = 0.083 / 0.637 eV
Energy above the lowest of the compared OMol25 structures with the same formula, charge and spin = 51.10 kcal/mol
Gap between HOMO and LUMO (alpha / beta) = 5.38 / 7.94 eV

Geometry as XYZ:
```
19
Properties=species:S:1:pos:R:3:forces:R:3
Br -1.462 -2.083 -1.342 -0.5 0.1 0.3
P 1.210 0.316 -0.070 0.4 -0.2 -0.5
N -0.127 1.351 -0.249 -0.2 -0.5 0.6
N 0.586 -0.277 1.387 1.2 0.9 -2.3
C -0.626 0.262 1.696 0.1 0.9 -2.7
C -0.360 2.146 -1.436 2.9 1.7 -1.0
C 0.227 -1.889 -2.150 0.0 3.7 0.2
C 1.302 -1.307 2.109 -0.8 1.7 2.1
C -1.114 1.091 0.739 -0.2 1.1 -0.3
H 1.618 -0.687 3.050 0.2 -2.1 -1.3
H 0.450 -2.792 -2.633 0.8 -0.8 -0.8
H 0.461 -1.961 2.348 0.8 -0.8 0.5
H -1.276 1.879 -1.775 -3.1 -0.6 -1.2
H 2.121 -1.808 1.539 -0.8 0.7 0.5
H 0.337 1.838 -2.349 -1.0 0.8 2.3
H 0.352 -0.841 -2.651 -0.3 -2.5 0.7
H -1.178 -0.120 2.447 -1.6 -1.1 2.6
H -0.382 3.322 -1.312 0.5 -2.4 0.1
H -2.141 1.558 0.653 1.6 -0.7 0.3
```
Positions in Å, forces in eV/Å.

So, what does the Löwdin scheme give us? The charges, in e, come out as: number 1, Br, carries 0.469; number 2, P, carries 0.977; number 3, N, carries -0.404; number 4, N, carries -0.433; number 5, C, carries -0.188; number 6, C, carries -0.146; number 7, C, carries -0.650; number 8, C, carries -0.109; number 9, C, carries -0.145; number 10, H, carries 0.119; number 11, H, carries -0.088; number 12, H, carries 0.081; number 13, H, carries 0.021; number 14, H, carries 0.085; number 15, H, carries 0.113; number 16, H, carries -0.036; number 17, H, carries 0.079; number 18, H, carries 0.118; number 19, H, carries 0.136



Molecular formula: C11H11N
Method: DFT, the ωB97M-V functional and the def2-TZVPD basis

Results
DFT total energy = -13069.5114 eV
Charge = 0
Lowest unoccupied orbital energy = 0.945 eV
Energy above the lowest of the compared OMol25 structures with the same formula, charge and spin = 146.83 kcal/mol
Gap between HOMO and LUMO = 9.09 eV

Geometry as XYZ:
```
23
Properties=species:S:1:pos:R:3:forces:R:3
N 3.010 1.774 0.072 -0.7 -0.7 1.8
C 0.999 -1.019 -0.249 3.4 -0.2 0.9
C -0.257 1.530 -0.103 0.8 -1.2 -0.1
C -2.517 0.644 -0.110 -0.1 1.1 0.2
C 0.126 -1.908 0.544 0.1 -1.6 0.2
C 2.435 -0.724 0.144 -1.0 1.9 -0.1
C -0.810 -0.810 0.757 -0.9 3.5 2.0
C -2.137 -0.606 0.236 -2.3 0.0 -0.4
C -1.547 1.800 -0.047 -1.3 -1.8 0.1
C 0.247 -0.577 -1.397 -2.4 -0.1 -2.4
C 2.649 0.599 0.321 1.8 0.6 -1.1
C 0.061 0.107 -0.061 -2.0 0.3 0.0
H 0.466 2.186 -0.478 1.0 1.4 0.0
H -3.503 0.978 -0.510 0.7 -0.9 0.5
H 2.941 2.565 0.803 -0.2 -2.0 -1.2
H -0.317 -2.745 0.087 -0.1 -1.3 -1.0
H -2.771 -1.483 0.205 -0.6 0.2 -0.3
H -1.903 2.788 -0.142 -0.5 0.9 -0.2
H 0.723 0.116 -2.036 0.7 0.5 -0.8
H 3.067 -1.458 0.592 0.5 -0.3 -0.1
H 0.527 -2.202 1.465 0.8 -0.6 1.3
H -0.804 -0.518 1.845 0.1 0.0 -0.7
H -0.686 -1.040 -1.937 2.1 0.2 1.3
```
Positions in Å, forces in eV/Å.

So, what does the Löwdin scheme give us? The charges, in e, come out as: number 1, N, carries 0.126; number 2, C, carries -0.344; number 3, C, carries -0.033; number 4, C, carries -0.055; number 5, C, carries -0.072; number 6, C, carries 0.022; number 7, C, carries -0.281; number 8, C, carries -0.075; number 9, C, carries -0.067; number 10, C, carries 0.011; number 11, C, carries -0.159; number 12, C, carries -0.347; number 13, H, carries 0.084; number 14, H, carries 0.109; number 15, H, carries 0.108; number 16, H, carries 0.118; number 17, H, carries 0.111; number 18, H, carries 0.082; number 19, H, carries 0.110; number 20, H, carries 0.094; number 21, H, carries 0.112; number 22, H, carries 0.181; number 23, H, carries 0.168



Molecular formula: C2H3Cl2FS
Method: DFT, the ωB97M-V functional and the def2-TZVPD basis

Results
DFT total energy = -40719.5499 eV
Charge = 0
Lowest unoccupied orbital energy = 0.655 eV
Energy above the lowest of the compared OMol25 structures with the same formula, charge and spin = 13.39 kcal/mol
Gap between HOMO and LUMO = 10.11 eV

Geometry as XYZ:
```
9
Properties=species:S:1:pos:R:3:forces:R:3
Cl 1.587 -0.507 -1.690 -0.4 -0.1 -0.2
Cl 1.441 -2.480 0.388 0.5 -0.8 0.3
S 0.566 0.162 1.041 0.4 -0.5 -0.3
F -0.601 -1.494 -0.689 1.0 0.5 -0.1
C -0.742 1.199 0.396 2.0 1.1 3.1
C 0.674 -1.103 -0.300 -1.1 0.9 0.6
H -1.520 0.585 0.253 -3.4 -1.8 0.1
H -0.551 1.595 -0.508 1.3 1.5 -3.2
H -0.855 2.041 1.110 -0.3 -0.8 -0.3
```
Positions in Å, forces in eV/Å.

So, what does the Löwdin scheme give us? The charges, in e, come out as: number 1, Cl, carries 0.601; number 2, Cl, carries 0.642; number 3, S, carries 0.789; number 4, F, carries -0.124; number 5, C, carries -0.379; number 6, C, carries -1.581; number 7, H, carries -0.013; number 8, H, carries -0.004; number 9, H, carries 0.069



Molecular formula: BF4H14O7
Method: DFT, the ωB97M-V functional and the def2-TZVPD basis

Results
DFT total energy = -26115.6689 eV
Charge = -1
Lowest unoccupied orbital energy = 2.880 eV
Energy above the lowest of the compared OMol25 structures with the same formula, charge and spin = 13.40 kcal/mol
Gap between HOMO and LUMO = 10.58 eV

Geometry as XYZ:
```
26
Properties=species:S:1:pos:R:3:forces:R:3
F -1.003 -1.122 -0.649 -0.5 0.7 -0.5
F 0.607 0.372 -1.455 -0.2 -0.2 0.2
F 1.155 -1.407 -0.211 0.6 -0.2 0.3
F 0.028 0.338 0.769 0.1 0.4 0.1
O 0.920 2.877 -0.174 0.2 0.5 -0.1
O -2.571 1.244 0.613 0.0 0.0 0.0
O -0.774 -2.898 1.288 0.2 -0.2 -0.3
O 2.955 0.144 1.317 0.2 0.0 -0.1
O -0.198 2.236 -2.967 0.0 -0.2 -0.3
O -0.715 -0.208 3.227 0.1 0.4 0.0
O 0.186 -2.723 -2.899 0.0 -0.2 -0.1
B 0.176 -0.430 -0.395 0.4 -0.8 -1.0
H 2.383 -0.270 0.651 0.3 0.0 0.3
H 2.351 0.627 1.884 0.0 0.0 0.0
H -0.932 2.119 -3.576 0.0 0.1 0.0
H 0.542 2.285 0.477 0.0 -0.2 -0.1
H 1.144 -2.761 -2.822 0.0 0.1 0.1
H 0.002 1.336 -2.646 -0.2 0.5 -0.2
H -1.317 -2.217 1.697 0.1 0.1 0.0
H -2.500 1.758 1.423 0.0 0.0 0.0
H 0.748 2.447 -1.023 -0.1 0.2 0.2
H -0.125 -2.675 -1.988 0.0 0.2 0.0
H -0.390 -2.465 0.501 -0.4 -0.5 0.9
H -1.739 0.746 0.568 -0.5 0.2 0.0
H -0.367 0.244 2.438 -0.1 -0.5 0.4
H -0.567 0.406 3.951 0.0 -0.1 0.0
```
Positions in Å, forces in eV/Å.

So, what does the Löwdin scheme give us? The charges, in e, come out as: number 1, F, carries 0.144; number 2, F, carries 0.135; number 3, F, carries 0.131; number 4, F, carries 0.089; number 5, O, carries -0.058; number 6, O, carries -0.053; number 7, O, carries -0.068; number 8, O, carries -0.056; number 9, O, carries -0.066; number 10, O, carries -0.053; number 11, O, carries -0.054; number 12, B, carries -1.271; number 13, H, carries 0.002; number 14, H, carries 0.019; number 15, H, carries 0.033; number 16, H, carries -0.001; number 17, H, carries 0.035; number 18, H, carries 0.012; number 19, H, carries 0.018; number 20, H, carries 0.028; number 21, H, carries -0.001; number 22, H, carries 0.009; number 23, H, carries -0.002; number 24, H, carries -0.008; number 25, H, carries 0.004; number 26, H, carries 0.031



Molecular formula: C21H18CrN3O2S3
Method: DFT, the ωB97M-V functional and the def2-TZVPD basis

Results
DFT total energy = -91560.3686 eV
Charge = 0
Lowest unoccupied orbital energy (alpha / beta) = -0.221 / -0.572 eV
Energy above the lowest of the compared OMol25 structures with the same formula, charge and spin = 111.90 kcal/mol
2S+1 = 4
Gap between HOMO and LUMO (alpha / beta) = 5.24 / 6.28 eV

Geometry as XYZ:
```
48
Properties=species:S:1:pos:R:3:forces:R:3
Cr -0.224 -0.870 -1.075 1.5 0.7 0.1
S 1.199 -2.404 0.275 -0.8 -0.4 0.0
S -1.886 0.694 -1.857 -0.2 0.1 0.5
S 0.442 0.944 0.256 -0.1 0.6 0.0
O 3.207 0.757 -2.460 -0.3 -0.2 0.0
O 1.314 -0.354 -2.070 0.0 -0.4 -0.9
N -2.036 -1.476 -0.504 -1.8 -0.9 0.5
N 3.483 -1.699 -1.061 0.0 0.0 0.6
N 3.651 -1.677 1.104 -0.3 0.1 -0.9
C 0.937 3.923 1.057 0.0 0.0 -0.1
C -4.159 -0.262 -0.584 0.2 -0.7 0.2
C 4.770 -1.348 -0.760 0.3 0.0 0.3
C 3.283 -1.733 2.490 -0.3 -0.1 0.5
C 2.787 -1.873 0.083 0.3 -0.2 -0.2
C -2.803 -0.436 -0.860 -0.1 0.3 -0.3
C -4.370 2.239 -0.789 -0.2 -0.1 0.1
C 2.197 3.536 0.620 0.1 0.1 0.3
C 4.881 -1.352 0.589 0.4 0.1 -0.4
C -4.027 -2.524 0.253 0.0 0.0 0.0
C 2.153 0.608 -1.844 0.8 0.6 -0.4
C -1.807 -3.736 0.351 0.0 0.0 0.0
C -2.646 -2.541 0.040 0.2 0.1 0.0
C -1.884 2.031 -0.645 0.0 -0.2 -0.3
C -4.781 -1.412 -0.038 0.5 0.3 -0.1
C 1.805 1.489 -0.729 -0.1 0.1 0.6
C -0.332 3.497 0.660 -0.4 0.1 0.0
C -4.863 0.952 -0.802 -0.3 0.4 -0.2
C 2.541 2.568 -0.333 -0.2 -0.4 -0.3
C -3.079 2.725 -0.547 0.2 0.3 -0.1
C -0.671 2.324 -0.004 0.3 -0.5 0.1
H 2.494 -1.003 2.690 0.1 -0.1 0.0
H -5.843 -1.394 0.151 -0.1 0.0 0.0
H 2.895 -2.724 2.730 0.1 0.1 0.0
H -1.165 -3.985 -0.496 0.0 -0.1 0.1
H -3.026 3.728 -0.145 0.0 0.1 0.0
H -4.494 -3.401 0.672 0.0 -0.1 0.0
H 3.022 4.150 0.954 0.0 0.1 0.1
H 5.488 -1.118 -1.517 0.1 0.1 -0.1
H -5.131 3.010 -0.819 -0.1 0.0 0.0
H 0.937 4.809 1.684 0.0 0.0 0.0
H 3.054 -1.620 -1.977 -0.1 0.0 0.2
H -5.941 0.852 -0.823 0.0 0.0 -0.1
H -1.138 4.203 0.822 0.0 0.0 0.1
H 4.157 -1.513 3.100 0.0 0.0 -0.1
H 5.718 -1.154 1.227 0.1 0.1 0.0
H 3.485 2.693 -0.853 0.0 0.0 -0.1
H -1.154 -3.531 1.199 0.0 -0.1 0.1
H -2.439 -4.587 0.586 0.0 -0.1 0.0
```
Positions in Å, forces in eV/Å.

So, what does the Löwdin scheme give us? The charges, in e, come out as: number 1, Cr, carries 0.271; number 2, S, carries 0.722; number 3, S, carries 1.081; number 4, S, carries 1.012; number 5, O, carries 0.035; number 6, O, carries -0.239; number 7, N, carries -0.049; number 8, N, carries 0.096; number 9, N, carries -0.120; number 10, C, carries -0.113; number 11, C, carries -0.213; number 12, C, carries -0.050; number 13, C, carries -0.033; number 14, C, carries -0.710; number 15, C, carries -0.469; number 16, C, carries -0.113; number 17, C, carries -0.117; number 18, C, carries -0.038; number 19, C, carries -0.012; number 20, C, carries -0.676; number 21, C, carries -0.058; number 22, C, carries -0.292; number 23, C, carries -0.478; number 24, C, carries 0.013; number 25, C, carries -0.373; number 26, C, carries -0.127; number 27, C, carries -0.081; number 28, C, carries -0.093; number 29, C, carries -0.133; number 30, C, carries -0.469; number 31, H, carries 0.096; number 32, H, carries 0.119; number 33, H, carries 0.089; number 34, H, carries 0.071; number 35, H, carries 0.100; number 36, H, carries 0.113; number 37, H, carries 0.091; number 38, H, carries 0.125; number 39, H, carries 0.102; number 40, H, carries 0.099; number 41, H, carries 0.147; number 42, H, carries 0.101; number 43, H, carries 0.100; number 44, H, carries 0.096; number 45, H, carries 0.121; number 46, H, carries 0.121; number 47, H, carries 0.057; number 48, H, carries 0.082



| no. | largest force on an atom (eV/Å) |
| --- | --- |
| 1 | 2.366 |
| 2 | 8.492 |
| 3 | 3.709 |
| 4 | 4.125 |
| 5 | 3.844 |
| 6 | 1.347 |
| 7 | 2.072 |